Formula: C36H96B3F12N6O12
Source: the OMol25 dataset
Level of theory: wB97M-V/def2-TZVPD

Atoms and positions in Å:
C (16.049, -9.152, -1.472)
O (14.837, -9.298, -2.147)
C (13.737, -9.220, -1.193)
C (13.422, -7.862, -0.576)
N (13.291, -6.751, -1.614)
H (13.398, -5.862, -1.147)
H (13.970, -6.915, -2.344)
C (12.010, -6.745, -2.401)
C (12.138, -5.772, -3.624)
O (13.124, -6.501, -4.401)
C (13.529, -5.958, -5.617)
H (16.911, -9.030, -2.128)
H (16.318, -9.997, -0.839)
H (15.926, -8.369, -0.724)
H (13.796, -10.036, -0.473)
H (12.797, -9.526, -1.652)
H (14.185, -7.412, 0.059)
H (12.582, -7.912, 0.117)
H (11.223, -6.432, -1.716)
H (11.784, -7.797, -2.580)
H (12.435, -4.772, -3.310)
H (11.259, -5.516, -4.216)
H (14.133, -6.784, -5.992)
H (14.243, -5.135, -5.642)
H (12.686, -5.848, -6.299)
C (16.593, -8.319, -10.562)
O (15.963, -9.077, -9.515)
C (15.910, -10.491, -9.935)
C (15.182, -11.413, -8.896)
N (13.832, -10.859, -8.542)
H (13.724, -9.878, -8.332)
H (13.270, -10.884, -9.381)
C (12.964, -11.493, -7.429)
C (13.766, -11.672, -6.147)
O (14.773, -10.657, -5.973)
C (14.236, -9.541, -5.324)
H (16.741, -7.296, -10.215)
H (16.035, -8.324, -11.499)
H (17.594, -8.705, -10.757)
H (16.946, -10.718, -10.184)
H (15.450, -10.558, -10.921)
H (15.707, -11.565, -7.954)
H (15.003, -12.364, -9.398)
H (12.678, -12.479, -7.797)
H (12.074, -10.909, -7.198)
H (14.312, -12.615, -6.149)
H (13.043, -11.768, -5.337)
H (14.952, -8.720, -5.311)
H (13.885, -9.813, -4.328)
H (13.331, -9.115, -5.758)
C (12.129, -15.447, -6.557)
O (11.707, -14.480, -5.533)
C (10.593, -14.996, -4.801)
C (10.058, -14.034, -3.749)
N (11.156, -13.292, -3.037)
H (11.729, -13.902, -2.473)
H (11.874, -12.990, -3.679)
C (10.574, -12.275, -2.090)
C (10.019, -10.967, -2.785)
O (10.868, -10.527, -3.744)
C (10.300, -9.502, -4.506)
H (11.371, -16.134, -6.932)
H (13.010, -16.014, -6.255)
H (12.308, -14.857, -7.456)
H (10.893, -15.944, -4.355)
H (9.781, -14.940, -5.526)
H (9.443, -14.665, -3.107)
H (9.322, -13.405, -4.250)
H (11.434, -11.995, -1.480)
H (9.833, -12.539, -1.336)
H (10.043, -10.148, -2.066)
H (8.967, -11.137, -3.013)
H (11.122, -8.977, -4.994)
H (9.665, -8.789, -3.980)
H (9.729, -9.985, -5.299)
C (14.060, -5.799, -9.304)
O (13.105, -4.782, -9.068)
C (11.783, -5.216, -9.365)
C (10.867, -4.112, -9.014)
N (11.110, -2.911, -9.949)
H (12.030, -2.509, -9.837)
H (11.005, -3.331, -10.861)
C (10.229, -1.624, -9.755)
C (10.691, -0.307, -10.390)
O (12.040, -0.049, -10.085)
C (12.472, 0.549, -8.834)
H (14.201, -5.878, -10.382)
H (13.772, -6.805, -9.001)
H (15.056, -5.687, -8.877)
H (11.604, -6.033, -8.666)
H (11.599, -5.579, -10.376)
H (11.134, -3.741, -8.025)
H (9.836, -4.428, -9.170)
H (10.434, -1.543, -8.688)
H (9.149, -1.677, -9.887)
H (10.064, 0.576, -10.269)
H (10.743, -0.518, -11.459)
H (13.560, 0.524, -8.897)
H (12.052, -0.116, -8.080)
H (11.995, 1.529, -8.856)
C (17.788, -9.773, -5.677)
O (18.998, -9.109, -5.583)
C (18.897, -7.774, -5.242)
C (19.414, -6.810, -6.322)
N (18.524, -6.791, -7.572)
H (18.254, -7.738, -7.796)
H (17.658, -6.319, -7.353)
C (19.181, -6.262, -8.864)
C (20.196, -7.265, -9.351)
O (19.618, -8.563, -9.430)
C (20.360, -9.624, -10.088)
H (17.378, -9.373, -6.604)
H (17.053, -9.554, -4.902)
H (17.949, -10.851, -5.682)
H (19.643, -7.761, -4.447)
H (17.997, -7.553, -4.669)
H (20.473, -6.922, -6.554)
H (19.358, -5.738, -6.133)
H (19.340, -5.196, -8.699)
H (18.402, -6.273, -9.626)
H (21.121, -7.247, -8.775)
H (20.491, -7.125, -10.391)
H (19.967, -10.576, -9.729)
H (21.446, -9.629, -9.998)
H (20.129, -9.606, -11.153)
C (14.867, -17.490, -12.039)
O (14.858, -16.319, -12.854)
C (13.612, -16.117, -13.484)
C (13.628, -15.155, -14.608)
N (14.381, -13.900, -14.175)
H (13.804, -13.316, -13.587)
H (15.142, -14.280, -13.631)
C (14.957, -13.011, -15.364)
C (15.668, -11.759, -14.947)
O (16.867, -12.167, -14.261)
C (16.896, -11.676, -12.909)
H (15.862, -17.632, -11.616)
H (14.431, -18.406, -12.437)
H (14.344, -17.336, -11.096)
H (12.795, -15.950, -12.782)
H (13.272, -17.054, -13.924)
H (12.609, -14.808, -14.775)
H (14.056, -15.533, -15.537)
H (14.102, -12.720, -15.974)
H (15.736, -13.554, -15.899)
H (14.996, -11.097, -14.402)
H (15.981, -11.234, -15.850)
H (16.168, -12.229, -12.314)
H (16.822, -10.602, -12.737)
H (17.889, -11.950, -12.554)
B (18.011, -13.817, -9.597)
F (17.450, -13.849, -10.871)
F (18.663, -15.070, -9.374)
F (18.886, -12.777, -9.729)
F (17.144, -13.683, -8.524)
B (10.401, -8.312, -8.048)
F (10.007, -9.559, -7.607)
F (9.740, -8.050, -9.224)
F (10.041, -7.347, -7.128)
F (11.771, -8.312, -8.222)
B (12.431, -12.401, -10.946)
F (12.671, -13.266, -9.984)
F (12.022, -11.232, -10.534)
F (13.647, -12.242, -11.422)
F (11.546, -12.742, -11.964)

- Kohn-Sham gap (eV) = 8.005
- net charge = +3
- spin multiplicity = 1
- LUMO (eV) = -6.195
- ΔE to the lowest compared entry with this formula, charge and spin (eV) = 7.769

***

Formula: C36H96N8O10
Source: the OMol25 dataset
Level of theory: wB97M-V/def2-TZVPD

Atoms and positions in Å:
C (5.870, 6.512, 3.519)
O (5.884, 5.246, 4.146)
C (6.544, 4.242, 3.447)
C (6.094, 2.830, 3.901)
C (4.608, 2.622, 4.093)
N (6.706, 2.534, 5.234)
H (5.169, 7.102, 4.106)
H (5.482, 6.458, 2.498)
H (6.863, 6.967, 3.517)
H (6.397, 4.291, 2.355)
H (7.637, 4.285, 3.550)
H (6.520, 2.110, 3.198)
H (4.441, 1.547, 4.079)
H (4.141, 3.035, 3.194)
H (4.253, 3.028, 5.035)
H (7.697, 2.710, 5.342)
H (6.230, 3.208, 5.830)
C (-1.697, -1.536, 0.708)
O (-2.066, -2.458, 1.743)
C (-1.895, -1.874, 3.016)
C (-2.212, -2.939, 4.058)
C (-1.129, -4.022, 4.050)
N (-3.492, -3.620, 3.857)
H (-1.665, -2.107, -0.217)
H (-0.725, -1.115, 0.954)
H (-2.479, -0.779, 0.610)
H (-0.887, -1.476, 3.195)
H (-2.624, -1.055, 3.110)
H (-2.219, -2.428, 5.023)
H (-1.436, -5.029, 4.319)
H (-0.311, -3.732, 4.718)
H (-0.668, -4.114, 3.062)
H (-4.256, -2.966, 4.019)
H (-3.684, -3.970, 2.927)
C (-5.601, 1.804, -5.280)
O (-5.661, 0.573, -4.588)
C (-4.356, -0.009, -4.344)
C (-3.693, 0.724, -3.180)
C (-2.321, 0.114, -2.907)
N (-4.447, 0.482, -1.940)
H (-4.681, 2.395, -5.236)
H (-6.500, 2.363, -5.035)
H (-5.654, 1.582, -6.359)
H (-4.593, -1.048, -4.119)
H (-3.809, 0.062, -5.289)
H (-3.727, 1.781, -3.432)
H (-1.492, 0.431, -3.547)
H (-2.292, -0.973, -2.819)
H (-2.003, 0.492, -1.930)
H (-5.311, 1.012, -1.968)
H (-4.705, -0.486, -1.796)
C (-2.705, 0.132, -7.901)
O (-1.809, 0.382, -8.952)
C (-0.853, 1.401, -8.684)
C (0.080, 1.145, -7.494)
C (0.772, 2.461, -7.170)
N (1.149, 0.152, -7.742)
H (-3.198, 1.044, -7.543)
H (-2.249, -0.396, -7.062)
H (-3.519, -0.473, -8.296)
H (-0.249, 1.485, -9.589)
H (-1.418, 2.333, -8.581)
H (-0.453, 0.677, -6.665)
H (1.370, 2.884, -7.980)
H (1.405, 2.256, -6.305)
H (0.104, 3.299, -6.954)
H (0.983, -0.396, -8.579)
H (2.045, 0.606, -7.876)
C (2.014, 3.314, -1.725)
O (0.635, 3.037, -1.891)
C (-0.096, 4.181, -2.285)
C (-1.565, 3.880, -2.447)
C (-2.344, 5.030, -3.084)
N (-2.229, 3.623, -1.134)
H (2.376, 2.373, -1.287)
H (2.283, 4.022, -0.937)
H (2.538, 3.459, -2.671)
H (0.032, 5.066, -1.646)
H (0.299, 4.549, -3.247)
H (-1.742, 3.004, -3.081)
H (-3.375, 4.696, -2.987)
H (-1.999, 5.191, -4.108)
H (-2.225, 5.979, -2.559)
H (-1.569, 3.274, -0.442)
H (-2.821, 2.801, -1.256)
C (-3.318, -4.467, -5.493)
O (-2.148, -5.272, -5.423)
C (-1.335, -4.991, -4.286)
C (-0.151, -5.961, -4.305)
C (-0.500, -7.345, -3.857)
N (0.948, -5.382, -3.463)
H (-3.107, -3.609, -6.132)
H (-3.635, -4.100, -4.509)
H (-4.123, -5.137, -5.792)
H (-1.066, -3.933, -4.388)
H (-1.878, -5.138, -3.344)
H (0.269, -5.956, -5.311)
H (-0.714, -7.424, -2.789)
H (0.301, -8.070, -4.038)
H (-1.304, -7.782, -4.453)
H (1.010, -5.907, -2.597)
H (0.661, -4.443, -3.209)
C (-1.124, 1.078, 5.102)
O (-0.714, 0.005, 5.922)
C (0.548, 0.236, 6.543)
C (0.623, -0.491, 7.883)
N (-0.647, -0.335, 8.594)
C (-0.910, -1.389, 9.558)
C (-0.081, -1.276, 10.839)
O (-0.550, -0.248, 11.661)
C (-0.084, 1.064, 11.395)
H (-0.268, 1.474, 4.547)
H (-1.727, 1.851, 5.581)
H (-1.741, 0.641, 4.311)
H (0.683, 1.296, 6.807)
H (1.315, 0.079, 5.780)
H (1.482, -0.096, 8.428)
H (0.877, -1.550, 7.705)
H (-1.299, -0.440, 7.822)
H (-0.706, -2.364, 9.087)
H (-1.947, -1.308, 9.888)
H (0.987, -1.245, 10.572)
H (-0.156, -2.214, 11.395)
H (-0.352, 1.650, 12.277)
H (-0.566, 1.538, 10.544)
H (1.008, 1.058, 11.383)
C (2.027, 0.467, -4.320)
O (2.368, -0.414, -3.268)
C (1.228, -0.775, -2.514)
C (1.597, -1.898, -1.557)
N (1.628, -1.510, -0.147)
C (2.271, -2.578, 0.627)
C (2.120, -2.362, 2.118)
O (3.029, -1.318, 2.508)
C (2.505, -0.017, 2.640)
H (1.603, 1.374, -3.871)
H (1.245, 0.032, -4.955)
H (2.878, 0.628, -4.974)
H (0.341, -0.946, -3.131)
H (1.014, 0.130, -1.920)
H (2.585, -2.272, -1.873)
H (0.986, -2.803, -1.647)
H (2.239, -0.693, -0.152)
H (3.335, -2.607, 0.366)
H (1.780, -3.501, 0.300)
H (2.498, -3.213, 2.686)
H (1.106, -2.079, 2.408)
H (2.309, 0.179, 3.707)
H (1.579, 0.067, 2.068)
H (3.254, 0.738, 2.401)

- Kohn-Sham gap (eV) = 9.087
- spin multiplicity = 1
- structure (SMILES) = COC[C@H](C)N.COC[C@H](C)N.COC[C@H](C)N.COC[C@H](C)N.COC[C@H](C)N.COC[C@H](C)N.COCCNCCOC.COCCNCCOC
- LUMO (eV) = 0.326
- ΔE to the lowest compared entry with this formula, charge and spin (eV) = 1.978